Record 1
Computed, not measured: a molecular structure, C4H8N2, with the ωB97M-V functional and the def2-TZVPD basis.

```
14
Properties=species:S:1:pos:R:3
C 0.77 -0.53 -1.17
C 0.28 0.65 0.56
C 1.54 0.75 -0.87
C -1.32 -1.27 0.02
N -0.05 -0.55 -0.16
N -0.24 1.35 1.50
H 0.63 -1.34 -1.83
H 2.61 0.77 -0.44
H 1.38 1.61 -1.61
H -1.32 -1.66 1.04
H -1.33 -2.14 -0.72
H -2.08 -0.61 -0.19
H 0.20 2.15 1.85
H -1.06 0.81 2.01
```

Properties
Gap between HOMO and LUMO ... 0.3959 Ha
Charge ... +2
ΔE to the lowest compared entry with this formula, charge and spin ... 43.1 kcal/mol
LUMO ... -0.414 Eh
M ... 84.1 g mol⁻¹

Atomic partial charges in e from the Löwdin method, atoms 1 to 4: C 0.156; C 0.013; C 0.177; C 0.081

Record 2
Computed, not measured: 2 unconnected molecules or ions with the total composition C4H12OS2, with the ωB97M-V functional and the def2-TZVPD basis.

```
19
Properties=species:S:1:pos:R:3
C -0.44 2.36 0.90
C 0.95 1.76 0.69
S 0.87 0.09 -0.14
S 0.24 -1.58 1.05
C -1.55 -1.79 0.78
C -2.04 -1.38 -0.63
H -1.04 1.76 1.59
H -0.89 2.39 -0.09
H -0.46 3.29 1.49
H 1.46 1.54 1.63
H 1.59 2.61 0.39
H -1.71 -2.86 0.77
H -2.20 -1.29 1.51
H -2.72 -2.12 -1.06
H -1.19 -1.44 -1.31
H -2.44 -0.38 -0.72
H 3.61 -0.30 -2.00
H 4.40 -1.54 -2.34
O 3.57 -1.10 -2.52
```

Properties
Gap between HOMO and LUMO (alpha / beta) ... 0.1277 / 0.2586 Ha
Charge ... -1
ΔE to the lowest compared entry with this formula, charge and spin ... 22.0 kcal/mol
2S+1 ... 2
LUMO (alpha / beta) ... 0.129 / 0.126 Eh
M ... 140.3 g mol⁻¹

Atomic partial charges in e from the Löwdin method, atoms 1 to 4: C -0.222; C -0.673; S 0.254; S 0.226

Q: M of number 2 (C4H12OS2)?
A: 140.3 g mol⁻¹

Q: M of number 2 (C4H12OS2)?
A: 140.3 g mol⁻¹

Q: charge of number 1 (C4H8N2)?
A: +2

What did the first record say?
Computed, not measured: a molecular structure, C4H8N2, with the ωB97M-V functional and the def2-TZVPD basis.

```
14
Properties=species:S:1:pos:R:3
C 0.77 -0.53 -1.17
C 0.28 0.65 0.56
C 1.54 0.75 -0.87
C -1.32 -1.27 0.02
N -0.05 -0.55 -0.16
N -0.24 1.35 1.50
H 0.63 -1.34 -1.83
H 2.61 0.77 -0.44
H 1.38 1.61 -1.61
H -1.32 -1.66 1.04
H -1.33 -2.14 -0.72
H -2.08 -0.61 -0.19
H 0.20 2.15 1.85
H -1.06 0.81 2.01
```

Properties
Gap between HOMO and LUMO ... 0.3959 Ha
Charge ... +2
ΔE to the lowest compared entry with this formula, charge and spin ... 43.1 kcal/mol
LUMO ... -0.414 Eh
M ... 84.1 g mol⁻¹

Atomic partial charges in e from the Löwdin method, atoms 1 to 4: C 0.156; C 0.013; C 0.177; C 0.081